{"formula": "C9H15NO2", "method": "the ωB97M-V functional and the def2-TZVPD basis", "homo_lumo_gap_ev": 9.574, "smiles": "CC(=O)O[C@H]1CC[C@@H]2CC[C@@H]1N2", "species": ["C", "C", "C", "C", "C", "C", "C", "C", "C", "H", "H", "H", "H", "H", "H", "H", "H", "H", "H", "H", "H", "H", "H", "H", "N", "O", "O"], "coordinates": [[-3.829, 0.098, 0.895], [-2.815, -0.340, -0.118], [-0.635, 0.341, -0.952], [0.331, 1.563, -0.759], [1.787, 1.397, -0.137], [1.894, 0.173, 0.828], [2.415, -1.224, 0.150], [1.108, -1.958, -0.272], [0.321, -0.693, -0.368], [-3.992, 1.182, 0.817], [-4.818, -0.314, 0.882], [-3.369, -0.163, 1.879], [-1.055, 0.167, -1.932], [0.558, 2.015, -1.732], [-0.109, 2.413, -0.141], [2.526, 1.434, -0.969], [1.874, 2.372, 0.404], [2.452, 0.421, 1.769], [3.054, -0.923, -0.682], [3.123, -1.770, 0.753], [1.171, -2.473, -1.174], [0.740, -2.655, 0.442], [1.083, -0.358, -1.170], [-0.037, 0.387, 1.438], [0.582, -0.298, 1.000], [-2.630, -1.292, -0.859], [-1.728, 0.498, 0.009]], "mulliken_charge": [-1.108, 0.827, 0.005, -0.878, -0.596, -0.079, -0.843, -0.940, -0.190, 0.286, 0.385, 0.249, 0.643, 0.188, 0.430, 0.388, 0.310, 0.481, 0.284, 0.416, 0.339, 0.399, 0.117, 0.398, -0.493, -0.580, -0.438]}